The following is a quantum chemistry calculation of a cluster of 2 separate species, C3H6O2 in total at a distorted geometry, from the OMol25 dataset.

Calculated values
LUMO = 0.840 eV
Molecular weight = 74.1 Da
Frontier orbital gap = 10.642 eV
Energy above the lowest of the compared OMol25 structures with the same formula, charge and spin = 49.0 kcal/mol
Calculated total energy = -268.32707 Ha

Atoms and positions in Å:
1 O -0.161 -1.900 -2.318
2 C 0.999 -1.665 -2.210
3 H 1.578 -1.908 -1.308
4 H 1.612 -1.458 -3.101
5 O -0.801 -0.811 0.983
6 C -0.810 0.366 0.786
7 C -0.374 1.446 1.732
8 H -1.143 0.759 -0.202
9 H -0.504 1.052 2.735
10 H -0.990 2.327 1.540
11 H 0.595 1.792 1.362

=====

The following is a quantum chemistry calculation of the molecule C3H6O2 at a distorted geometry, from the OMol25 dataset.

Calculated values
LUMO = 0.735 eV
Molecular weight = 74.1 Da
Frontier orbital gap = 10.403 eV
Energy above the lowest of the compared OMol25 structures with the same formula, charge and spin = 74.1 kcal/mol
Calculated total energy = -268.28716 Ha

Atoms and positions in Å:
1 C -1.008 0.240 0.097
2 C 0.430 0.457 -0.198
3 C 1.389 -0.499 0.360
4 H -1.690 -1.382 -0.977
5 H -1.027 0.406 1.217
6 H -1.473 1.261 -0.501
7 H 0.339 0.734 -1.155
8 H 0.517 1.455 0.276
9 H 1.578 -0.984 1.331
10 O -1.457 -1.117 -0.106
11 O 2.403 -0.571 -0.345

=====

The following is a quantum chemistry calculation of a structure of composition C3H6O2 at a distorted geometry, from the OMol25 dataset.

Calculated values
LUMO = 0.454 eV
Molecular weight = 74.1 Da
Frontier orbital gap = 8.109 eV
Energy above the lowest of the compared OMol25 structures with the same formula, charge and spin = 99.6 kcal/mol
Calculated total energy = -268.24647 Ha

Atoms and positions in Å:
1 O -0.760 -0.926 1.154
2 C 0.496 0.401 0.857
3 C 0.649 0.593 -0.538
4 C -0.527 -0.680 -1.339
5 O -0.533 -0.656 -2.511
6 H -1.576 -0.476 1.418
7 H 1.260 -0.140 1.406
8 H -0.009 1.157 1.453
9 H 1.591 0.268 -0.974
10 H 0.269 1.523 -0.954
11 H -0.859 -1.065 0.028